(a)
Below is C6H12O in the gas phase, with properties calculated with the ωB97M-V functional and the def2-TZVPD basis.

The HOMO energy comes out at -0.333 hartree. Its SMILES is CCO[C@H]1C[C@H]1C.

Last column: Löwdin charge in e.
Geometry (Å):
C 2.758 0.747 0.343  -0.0768
C 1.769 -0.257 -0.214  -0.2765
O 0.544 0.021 0.425  -0.1233
C -0.468 -0.924 0.275  -0.3152
C -1.657 -0.662 1.133  -0.0600
C -1.767 -0.509 -0.367  -0.2732
C -1.914 0.864 -0.978  -0.0678
H 2.789 0.652 1.433  0.0788
H 2.431 1.764 0.103  0.0774
H 3.763 0.595 -0.058  0.0745
H 2.086 -1.288 0.014  0.1180
H 1.684 -0.173 -1.309  0.1232
H -0.118 -1.949 0.138  0.1476
H -1.592 0.257 1.712  0.1156
H -2.152 -1.488 1.634  0.1003
H -2.313 -1.304 -0.873  0.1297
H -1.733 0.832 -2.059  0.0747
H -2.920 1.267 -0.815  0.0756
H -1.189 1.555 -0.538  0.0773

=====

(b)
Below is a molecular structure, C6H12O, with properties calculated with the ωB97M-V functional and the def2-TZVPD basis.

The HOMO energy (alpha / beta) comes out at -0.311 / -0.311 hartree.

Last column: Löwdin charge in e.
Geometry (Å):
C -0.878 -2.116 1.195  -0.0524
C -0.036 -1.561 0.057  -0.4288
O 1.088 -1.030 0.328  -0.1099
C 0.664 0.754 0.664  -0.3137
C 1.592 1.682 0.368  0.0643
C -0.470 0.854 -0.254  -0.1766
C -0.296 1.191 -1.715  -0.0991
H -1.028 -1.331 1.942  0.0751
H -0.332 -2.940 1.676  0.0849
H -1.851 -2.485 0.855  0.0768
H -0.780 -0.536 -0.317  0.1173
H -0.093 -2.133 -0.881  0.1315
H 0.425 0.591 1.709  0.1286
H 1.830 1.968 -0.644  0.0640
H 2.166 2.137 1.154  0.0606
H -1.326 1.343 0.216  0.1250
H -1.209 0.884 -2.226  0.0786
H -0.154 2.256 -1.931  0.0830
H 0.539 0.621 -2.129  0.0909

=====

Of them, (a) has the highest stability.

=====

(a)
Below is a gas-phase ion, C12H13N2 (charge +1), with properties calculated with the ωB97M-V functional and the def2-TZVPD basis.

The HOMO energy (alpha / beta) comes out at -0.437 / -0.437 hartree. As for the net charge: +1.

Last column: Löwdin charge in e.
Geometry (Å):
C -4.327 -0.294 0.002  -0.0494
C -3.470 -1.355 0.048  -0.1163
C -3.795 1.031 0.138  -0.0391
C -2.153 -1.148 -0.144  -0.0441
C -2.436 1.272 -0.023  0.0057
C -1.624 0.126 -0.244  -0.2598
C 2.156 -0.059 -1.578  0.0683
C 2.380 -1.281 -0.984  -0.0046
C 2.521 1.252 0.700  -0.0990
C 2.714 -0.181 1.309  -0.1688
C 1.915 1.090 -0.721  -0.2910
C 2.826 -1.276 0.376  0.0447
N 0.476 1.151 -0.309  0.0761
N -0.271 0.205 -0.387  0.0646
H -5.450 -0.524 0.072  0.1417
H -3.956 -2.393 0.187  0.1504
H -4.279 1.971 0.208  0.0971
H -1.609 -2.100 -0.173  0.1233
H -1.887 2.158 0.061  0.0935
H 1.954 0.130 -2.567  0.1147
H 2.424 -2.105 -1.669  0.1162
H 1.945 1.693 1.457  0.0960
H 3.531 1.734 0.590  0.1411
H 3.635 -0.329 2.082  0.1852
H 1.826 -0.581 2.028  0.2051
H 1.830 2.073 -1.341  0.1868
H 3.125 -2.262 0.882  0.1617

=====

(b)
Below is a molecular structure, C12H13N2, with properties calculated with the ωB97M-V functional and the def2-TZVPD basis.

The HOMO energy comes out at -0.465 hartree. As for the net charge: +1.

Last column: Löwdin charge in e.
Geometry (Å):
C -2.954 -0.194 0.565  -0.0209
C -1.883 -0.106 1.550  0.0225
C 0.387 0.929 1.973  0.0766
C 1.571 1.106 1.271  -0.0197
C -3.000 0.477 -0.610  -0.0758
C 1.302 1.792 -0.370  -0.0389
C -0.622 0.223 1.302  -0.1628
C -0.799 1.366 -0.841  -0.1305
C 1.500 0.337 0.004  -0.3886
C 0.083 -0.158 -0.042  -0.1632
C 2.628 -0.474 -0.549  -0.0003
C -0.150 -1.554 -0.610  -0.0241
N 0.066 2.275 -0.694  0.1477
N -2.071 1.238 -1.165  0.1299
H -3.896 -0.526 1.061  0.1328
H -2.213 -0.345 2.577  0.1456
H 0.302 1.407 2.948  0.1460
H 2.420 1.336 1.766  0.1172
H -3.912 0.450 -1.117  0.1267
H 2.152 2.495 -0.544  0.1710
H 2.577 -1.574 -0.359  0.0999
H 3.514 -0.151 0.018  0.1018
H 2.684 -0.435 -1.662  0.1150
H -0.167 -2.486 0.048  0.1220
H 0.758 -1.839 -1.228  0.0795
H -0.998 -1.651 -1.320  0.0864
H -2.229 1.634 -2.104  0.2042

=====

Of them, (b) has the highest stability.

=====

(a)
Below is a molecular structure, C4H12ClMnO4, with properties calculated with the ωB97M-V functional and the def2-TZVPD basis.

The HOMO energy (alpha / beta) comes out at -0.435 / -0.435 hartree. As for the net charge: +1. Its spin multiplicity is 6.

Last column: Löwdin charge in e.
Geometry (Å):
Mn -0.399 -3.590 -2.431  1.2964
Cl -1.336 -0.078 -1.552  -0.2984
C 1.124 -5.372 3.249  -0.2392
C 2.096 -4.537 2.368  -0.2655
O 1.330 -3.867 1.439  -0.0889
O 1.822 -6.174 4.221  -0.0548
H 0.435 -5.930 2.615  0.1094
H 0.438 -4.703 3.768  0.1128
H 2.861 -5.178 1.929  0.1236
H 2.639 -3.884 3.051  0.1271
H 1.081 -2.999 1.766  0.0959
H 1.189 -6.874 4.393  0.0824
C -1.349 5.604 -3.324  -0.2310
C -1.248 5.833 -1.785  -0.1843
O -2.234 5.001 -1.083  -0.1000
O -0.410 4.618 -3.687  -0.0744
H -1.150 6.497 -3.915  0.1181
H -2.364 5.306 -3.590  0.1144
H -1.421 6.853 -1.443  0.1128
H -0.281 5.587 -1.348  0.1100
H -2.257 4.098 -1.409  0.0594
H -0.566 3.788 -3.230  0.0742

=====

(b)
Below is a molecular structure, C4H12ClMnO4, with properties calculated with the ωB97M-V functional and the def2-TZVPD basis.

The HOMO energy (alpha / beta) comes out at -0.459 / -0.459 hartree. As for the net charge: +1. Its spin multiplicity is 6.

Last column: Löwdin charge in e.
Geometry (Å):
Mn 27.377 -0.386 14.404  1.1666
Cl 28.700 -0.694 12.524  0.1229
C 28.051 3.271 10.944  -0.2601
C 28.428 2.392 9.779  -0.2355
O 27.790 1.112 9.817  -0.0872
O 26.809 3.923 10.727  -0.0540
H 28.816 4.046 11.013  0.1234
H 28.056 2.751 11.913  0.0949
H 29.515 2.323 9.656  0.1045
H 28.107 2.810 8.824  0.1309
H 28.005 0.693 10.655  -0.0408
H 26.124 3.251 10.647  0.0845
C 32.146 1.691 11.989  -0.1964
C 31.920 0.456 11.123  -0.2443
O 31.800 -0.783 11.809  -0.0854
O 30.902 2.399 12.195  -0.0920
H 32.837 2.314 11.426  0.1219
H 32.528 1.451 12.981  0.1234
H 32.655 0.296 10.332  0.1244
H 31.030 0.679 10.515  0.1063
H 30.889 -0.892 12.099  -0.0616
H 30.538 1.978 12.978  0.0535

=====

Of them, (b) has the highest stability.

=====

(a)
Below is C3H3NO3 in the gas phase, with properties calculated with the ωB97M-V functional and the def2-TZVPD basis.

The HOMO energy comes out at -0.381 hartree.

Last column: Löwdin charge in e.
Geometry (Å):
N -0.124 -0.575 0.797  0.1790
C 0.308 0.086 -0.222  -0.4325
O -0.511 1.016 -0.549  0.0712
C -1.591 0.495 0.672  -0.2788
O -1.830 1.221 1.571  0.0982
C 1.583 -0.179 -0.996  -0.1477
O 1.874 0.450 -1.975  0.1180
H 0.324 -1.376 1.222  0.1184
H -2.254 -0.143 0.080  0.1460
H 2.220 -0.995 -0.599  0.1283

=====

(b)
Below is a molecular structure, C3H3NO3, with properties calculated with the ωB97M-V functional and the def2-TZVPD basis.

The HOMO energy comes out at -0.360 hartree.

Last column: Löwdin charge in e.
Geometry (Å):
C 0.605 -0.776 -0.165  -0.1334
C -0.412 -1.041 0.525  0.0195
C -1.100 0.340 0.899  -0.3842
H 0.781 1.909 -1.984  0.2627
H 1.525 -1.337 -0.461  0.1525
H -0.537 -2.105 1.190  0.1944
N 0.726 0.628 -0.333  -0.1964
O 0.619 0.718 -1.781  -0.0822
O -1.994 0.450 1.729  0.1012
O -0.213 1.212 0.382  0.0659

=====

Of them, (a) has the highest stability.

=====

(a)
Below is a molecular structure, C3H3NO3, with properties calculated with the ωB97M-V functional and the def2-TZVPD basis.

The HOMO energy comes out at -0.336 hartree.

Last column: Löwdin charge in e.
Geometry (Å):
C 1.221 -0.541 -0.595  -0.1540
C -0.581 0.067 0.499  -0.5271
C -0.011 -1.263 -0.305  -0.0007
N 0.079 0.980 -0.160  -0.0300
O 2.319 -0.519 -0.934  0.2524
O -1.340 0.242 1.453  0.0331
O -0.023 2.316 0.227  -0.0266
H -0.929 -1.469 -1.046  0.1803
H 0.186 -2.255 0.151  0.1281
H -0.921 2.440 0.710  0.1444

=====

(b)
Below is C3H3NO3 in the gas phase, with properties calculated with the ωB97M-V functional and the def2-TZVPD basis.

The HOMO energy comes out at -0.384 hartree. Its SMILES is [H]/N=C(/C=O)OC=O.

Last column: Löwdin charge in e.
Geometry (Å):
H -2.112 -0.365 -1.381  0.0821
N -1.351 -1.002 -1.136  0.2055
C -0.489 -0.435 -0.423  -0.3412
C 0.720 -1.231 0.062  -0.2027
O 1.491 -1.724 -0.715  0.0998
O -0.654 0.901 -0.048  0.0564
C 0.304 1.558 0.650  -0.2839
O 1.310 1.076 1.095  0.1005
H 0.780 -1.390 1.148  0.1302
H 0.001 2.611 0.747  0.1534

=====

(c)
Below is C3H3NO3 in the gas phase, with properties calculated with the ωB97M-V functional and the def2-TZVPD basis.

The HOMO energy comes out at -0.379 hartree. Its SMILES is [H]/N=C(/C=O)OC=O.

Last column: Löwdin charge in e.
Geometry (Å):
H -0.303 -2.402 0.514  0.0775
N 0.033 -1.605 1.024  0.2067
C -0.030 -0.514 0.405  -0.3230
C 0.832 0.524 1.119  -0.1669
O 1.571 0.031 1.927  0.0790
O -0.733 -0.389 -0.790  0.0587
C -0.685 0.718 -1.571  -0.3003
O -0.110 1.735 -1.326  0.0993
H 0.772 1.605 0.956  0.1178
H -1.272 0.512 -2.478  0.1512

=====

Of them, (b) has the highest stability.

=====

(a)
Below is C3H3NO3 in the gas phase, with properties calculated with the ωB97M-V functional and the def2-TZVPD basis.

The HOMO energy comes out at -0.398 hartree. Its SMILES is O=C1OCC=NO1.

Last column: Löwdin charge in e.
Geometry (Å):
O 1.204 -1.807 0.220  0.2308
C 0.617 -0.841 0.074  -0.5247
O 0.579 0.189 1.082  0.0157
C -0.745 0.864 1.081  -0.1886
C -1.060 1.333 -0.223  -0.1479
N -0.621 0.689 -1.315  0.0871
O 0.155 -0.540 -1.213  0.0316
H -1.571 0.168 1.108  0.1232
H -0.928 1.640 1.971  0.1770
H -1.529 2.505 -0.177  0.1959

=====

(b)
Below is C3H3NO3 in the gas phase, with properties calculated with the ωB97M-V functional and the def2-TZVPD basis.

The HOMO energy comes out at -0.398 hartree. Its SMILES is [H]/N=C(/C=O)OC=O.

Last column: Löwdin charge in e.
Geometry (Å):
H 0.660 -0.218 -2.329  0.0841
N 0.835 0.517 -1.647  0.2052
C 0.197 0.309 -0.580  -0.3762
C 0.348 1.427 0.423  -0.1814
O -0.288 1.617 1.426  0.0984
O -0.710 -0.708 -0.391  0.0493
C -0.702 -1.486 0.750  -0.2813
O 0.288 -1.928 1.250  0.1257
H 1.110 2.110 0.027  0.1239
H -1.740 -1.637 1.071  0.1523

=====

Of them, (b) has the highest stability.

=====

(a)
Below is 2 unconnected molecules or ions with the total composition C3H3NO3, with properties calculated with the ωB97M-V functional and the def2-TZVPD basis.

The HOMO energy comes out at -0.355 hartree.

Last column: Löwdin charge in e.
Geometry (Å):
C -0.762 -0.666 0.806  -0.4883
C -0.467 0.753 0.800  -0.0018
C -0.652 -0.146 -0.494  0.1091
N 1.373 -0.242 -0.999  -0.2876
O 2.039 0.212 -0.146  0.0949
O -1.178 -1.569 1.424  0.1644
O 1.530 -0.818 -2.019  0.1096
H -1.227 1.582 1.015  0.1475
H 0.602 0.844 0.887  0.0734
H -1.258 0.050 -1.275  0.0787

=====

(b)
Below is C3H3NO3 in the gas phase, with properties calculated with the ωB97M-V functional and the def2-TZVPD basis.

The HOMO energy (alpha / beta) comes out at -0.331 / -0.331 hartree.

Last column: Löwdin charge in e.
Geometry (Å):
N -0.608 1.274 -0.695  0.1873
C -0.546 0.082 -0.269  -0.6031
O 0.529 -0.799 -0.171  0.0680
C 1.780 -0.326 0.035  -0.2880
O 2.110 0.821 0.140  0.0954
C -1.723 -0.468 0.790  0.1405
O -1.734 -0.761 -0.471  0.0928
H 0.307 1.710 -0.721  0.0585
H 2.457 -1.189 0.089  0.1514
H -2.729 -0.464 1.254  0.0972

=====

(c)
Below is C3H3NO3 in the gas phase, with properties calculated with the ωB97M-V functional and the def2-TZVPD basis.

The HOMO energy comes out at -0.332 hartree. Its SMILES is Oc1cc(O)on1.

Last column: Löwdin charge in e.
Geometry (Å):
O -0.246 2.340 -0.164  0.0651
C 0.144 1.092 -0.022  -0.4897
C -0.717 0.182 -0.624  0.0379
C -0.246 -1.013 -0.081  -0.5180
O -0.590 -2.247 -0.307  0.0652
O 0.848 -0.872 0.577  0.0533
N 1.158 0.543 0.650  0.1432
H 0.282 3.064 0.392  0.1971
H -1.807 0.228 -1.046  0.1575
H -1.761 -2.423 -0.372  0.2883

=====

Of them, (c) has the highest stability.

=====

(a)
Below is C3H3NO3 in the gas phase, with properties calculated with the ωB97M-V functional and the def2-TZVPD basis.

The HOMO energy comes out at -0.313 hartree. Its SMILES is O=c1[nH]cc(O)o1.

Last column: Löwdin charge in e.
Geometry (Å):
O 2.252 -0.729 -0.009  0.1168
C 1.183 -0.197 0.012  -0.5398
N 0.833 1.118 -0.055  0.1036
C -0.577 1.227 0.013  -0.0384
C -1.062 -0.010 -0.020  -0.3625
O -2.372 -0.442 0.015  0.0873
O -0.023 -0.893 0.006  0.1365
H 1.568 1.834 0.334  0.2175
H -1.183 2.156 -0.091  0.1398
H -2.325 -1.431 0.011  0.1392

=====

(b)
Below is a molecular structure, C3H3NO3, with properties calculated with the ωB97M-V functional and the def2-TZVPD basis.

The HOMO energy comes out at -0.335 hartree.

Last column: Löwdin charge in e.
Geometry (Å):
C 0.283 -0.867 -0.024  0.0177
C 1.424 0.135 -0.038  -0.3859
C -0.729 0.239 0.018  -0.4267
O 0.704 1.305 0.512  -0.0492
O -2.013 0.008 0.259  0.1556
N -0.276 1.333 -0.572  0.0897
O 2.601 0.057 -0.068  0.1852
H -2.539 0.771 -0.023  0.1382
H 0.245 -1.475 -0.927  0.1390
H 0.300 -1.505 0.861  0.1363

=====

(c)
Below is C3H3NO3 in the gas phase, with properties calculated with the ωB97M-V functional and the def2-TZVPD basis.

The HOMO energy (alpha / beta) comes out at -0.320 / -0.320 hartree.

Last column: Löwdin charge in e.
Geometry (Å):
C 3.589 -0.219 0.139  -0.4192
C 1.407 0.267 0.124  -0.3547
C -0.039 -0.005 0.058  0.0342
N 3.320 1.177 -0.484  0.0881
O 4.619 -0.794 0.268  0.1210
O 2.266 -0.669 0.400  0.1629
O 2.009 1.286 -0.492  0.0063
H -0.494 0.366 1.000  0.0996
H -0.119 -1.176 0.032  0.1449
H -0.404 0.611 -0.808  0.1169

=====

(d)
Below is C3H3NO3 in the gas phase, with properties calculated with the ωB97M-V functional and the def2-TZVPD basis.

The HOMO energy comes out at -0.324 hartree. Its SMILES is O=c1occn1O.

Last column: Löwdin charge in e.
Geometry (Å):
O 0.240 -1.104 1.594  0.1052
C -0.099 -0.318 0.738  -0.4773
O -0.983 0.725 0.864  0.0996
C -1.015 1.402 -0.334  -0.0940
C -0.161 0.867 -1.191  -0.0255
N 0.468 -0.165 -0.514  -0.0708
O 1.286 -1.157 -1.056  0.0652
H -1.659 2.264 -0.417  0.1253
H 0.103 1.086 -2.240  0.1451
H 1.588 -1.612 -0.235  0.1273

=====

Of them, (a) has the highest stability.